#P
Formula: C8H14N3
Source: OMol25
Level of theory: ωB97M-V/def2-TZVPD

Structure (ORCA input):
```
! RIJCOSX wB97M-V def2-TZVPD def2/J DEFGRID3
* xyz 1 1
C 0.65433 -1.08464 -2.09187
C 0.13478 0.07184 -2.01225
C 0.40173 -1.28708 0.19516
C 1.39176 -2.38705 -1.95248
C 2.86065 -2.51000 -1.64393
C -2.59005 2.13647 1.47524
C 0.34259 1.86530 1.19835
C -1.93339 1.22374 0.44624
N 0.53965 -1.93692 -0.93513
N -0.08909 -0.12633 0.00871
N -0.60671 0.71626 0.94066
H 0.38719 -1.79320 1.18456
H 0.82555 -3.00080 -2.68963
H 3.52780 -2.14098 -2.44797
H 3.06348 -3.47760 -1.18541
H 3.00673 -1.75489 -0.80162
H -3.57366 2.42698 1.02453
H -2.92256 1.53257 2.34046
H -2.04149 3.09729 1.63433
H 0.38048 2.25905 0.17417
H -0.05074 2.48235 1.91608
H 1.21174 1.30823 1.43014
H -1.66868 1.75890 -0.41106
H -2.50215 0.35567 0.23129
H -0.74995 0.26484 1.97143
*
```

#Q
Formula: C8H14N3
Source: OMol25
Level of theory: ωB97M-V/def2-TZVPD

Structure (ORCA input):
```
! RIJCOSX wB97M-V def2-TZVPD def2/J DEFGRID3
* xyz 1 1
C 3.47117 1.06857 0.35937
C 3.67766 -0.21727 -0.24107
C 2.15419 1.27950 0.84894
C 2.49841 -1.02641 -0.40253
C 0.17616 -1.62707 -0.25275
C -1.11298 -1.36560 0.25556
C -1.48437 0.14949 -1.49372
C 1.13713 0.33646 0.77026
N 1.22695 -0.80171 0.02152
N -3.74709 1.07646 0.68796
N -1.83457 -0.27727 -0.32413
H 4.22046 1.80359 0.54997
H 4.67315 -0.42615 -0.58958
H 1.88562 2.07764 1.47029
H 2.54498 -1.91978 -1.03093
H 0.37760 -2.03144 -1.27491
H -0.79473 -0.46118 -2.09936
H -1.78763 -2.28786 0.19690
H -1.05173 -1.06573 1.20277
H 0.24248 0.82307 0.95679
H -1.84972 1.01653 -1.89902
H -3.94084 1.30277 1.67873
H -3.63748 1.82289 -0.07579
H -4.51813 0.45944 0.36963
H -2.52667 0.29105 0.31509
*
```

Compare the structures above. Which one is the most stable? #Q is.